[1]
Entry from the OMol25 dataset: a cluster of 2 separate species, C17H21Cl2Si in total (ωB97M-V/def2-TZVPD).

2S+1 ... 1
LUMO energy ... -0.21144 Ha
Net charge ... +1
HOMO level ... -11.0 eV
ΔE to the lowest compared entry with this formula, charge and spin ... 5.4 kcal per mole
Frontier orbital gap ... 5.248 eV

Each line ends with the Löwdin charge.
CARTESIAN COORDINATES (ANGSTROEM)
C -2.863 -3.626 4.530  -0.126
C -1.704 -3.360 3.532  -0.325
Si -0.084 -4.208 3.856  1.085
C 0.063 -5.688 5.119  -0.160
C 1.594 -3.249 3.461  -0.159
H 0.016 -2.114 7.567  0.085
H -3.841 -3.430 4.061  0.092
H -2.899 -4.674 4.861  0.069
H -2.764 -2.934 5.373  0.068
H -1.985 -3.716 2.521  0.089
H -1.604 -2.269 3.419  0.089
H 0.092 -6.622 4.539  0.038
H 1.006 -5.662 5.711  0.053
H -0.807 -5.763 5.806  0.045
H 1.945 -3.627 2.485  0.033
H 1.410 -2.152 3.364  0.048
H 2.402 -3.443 4.211  0.054
Cl 5.665 0.339 6.651  0.719
C 4.040 0.035 7.013  -0.716
C 3.738 -0.901 8.011  -0.098
C 2.409 -1.213 8.259  -0.050
C 1.363 -0.590 7.556  -0.194
C -0.017 -1.137 7.909  -0.110
C -1.327 -0.555 7.378  -0.193
C -2.430 -0.998 8.110  -0.058
C -3.732 -0.665 7.767  -0.097
C -3.951 0.154 6.652  -0.714
Cl -5.544 0.607 6.274  0.716
C -2.876 0.573 5.869  -0.098
C -1.551 0.213 6.213  -0.028
C 1.676 0.343 6.551  -0.029
C 3.018 0.665 6.305  -0.098
H 4.519 -1.388 8.585  0.108
H 2.164 -1.999 8.986  0.122
H -0.102 -1.317 8.996  0.128
H -2.268 -1.683 8.948  0.122
H -4.547 -1.014 8.388  0.109
H -3.096 1.172 4.989  0.106
H -0.774 0.490 5.501  0.083
H 0.939 0.820 5.903  0.083
H 3.295 1.400 5.550  0.109

---

[2]
Entry from the OMol25 dataset: the ion CH2N3O2 with charge +1 (ωB97M-V/def2-TZVPD).

2S+1 ... 1
LUMO energy ... -0.29800 Ha
Net charge ... +1
HOMO level ... -15.4 eV
ΔE to the lowest compared entry with this formula, charge and spin ... 99.8 kcal per mole
Frontier orbital gap ... 7.324 eV
SMILES ... O=[N+]1OC12NN2

Each line ends with the Löwdin charge.
CARTESIAN COORDINATES (ANGSTROEM)
O 1.870 0.395 1.699  0.397
N 0.990 -0.043 1.079  -0.005
O 0.357 -1.188 0.926  0.353
C 0.042 -0.076 0.123  -0.411
N -0.947 0.762 -0.241  0.191
N -0.101 0.171 -1.283  0.174
H -1.937 0.528 -0.363  0.170
H -0.273 -0.549 -1.941  0.131

---

[3]
Entry from the OMol25 dataset: a cluster of 8 separate species, C28H52Br14FNO3PS in total (ωB97M-V/def2-TZVPD).

2S+1 ... 1
LUMO energy ... -0.13635 Ha
Net charge ... +1
HOMO level ... -11.2 eV
Frontier orbital gap ... 7.492 eV

Each line ends with the Löwdin charge.
CARTESIAN COORDINATES (ANGSTROEM)
C 4.079 -3.140 0.441  -0.065
C 3.156 -2.150 -0.290  -0.186
C 3.463 -0.685 0.016  -0.297
F 4.386 -0.174 -0.890  -0.014
C 2.222 0.176 0.046  -0.053
C 1.762 0.952 -1.051  -0.157
P 2.488 0.981 -2.718  0.193
O 3.873 1.754 -2.668  -0.166
O 1.612 2.061 -3.504  -0.192
S 2.515 -0.717 -3.615  0.367
C 0.618 1.674 -0.876  -0.029
N -0.049 1.622 0.287  0.171
C 0.337 0.896 1.342  -0.239
C -0.551 0.934 2.538  -0.119
C -1.468 -0.328 2.642  -0.152
C -1.441 -1.239 1.417  -0.169
C -2.438 -2.406 1.487  -0.221
O -3.203 -2.513 0.311  -0.178
C -2.433 -2.930 -0.809  -0.150
C 1.500 0.154 1.236  -0.162
C 1.934 -0.658 2.421  0.005
H 4.807 -2.632 1.074  0.079
H 3.500 -3.811 1.077  0.074
H 4.618 -3.770 -0.263  0.078
H 3.194 -2.279 -1.368  0.061
H 2.119 -2.339 0.005  0.103
H 3.933 -0.605 1.000  0.106
H 4.522 1.249 -3.179  0.085
H 0.702 1.758 -3.631  0.047
H 0.206 2.303 -1.651  0.133
H -0.900 2.163 0.374  0.187
H -1.168 1.832 2.480  0.125
H 0.059 1.012 3.437  0.104
H -1.159 -0.912 3.511  0.119
H -2.491 -0.001 2.830  0.121
H -1.678 -0.686 0.503  0.122
H -0.435 -1.652 1.302  0.106
H -1.886 -3.341 1.649  0.118
H -3.135 -2.294 2.318  0.128
H -1.391 -3.103 -0.541  0.029
H -2.840 -3.848 -1.232  0.067
H -2.453 -2.144 -1.569  0.039
H 1.127 -0.775 3.141  0.085
H 2.756 -0.152 2.934  0.055
H 2.280 -1.650 2.134  0.091
Br 5.254 1.329 2.951  0.679
C 4.655 2.697 1.717  -0.668
C 3.920 3.812 2.409  -0.681
Br 2.123 3.281 2.963  0.703
H 4.046 2.202 0.966  0.037
H 5.561 3.086 1.254  0.011
H 3.786 4.646 1.724  0.063
H 4.424 4.152 3.309  0.030
Br 8.555 2.392 1.356  0.630
C 8.734 4.171 0.589  -0.680
C 8.769 5.241 1.646  -0.663
Br 7.013 5.555 2.423  0.652
H 7.898 4.303 -0.090  0.050
H 9.663 4.161 0.025  0.062
H 9.072 6.190 1.210  0.063
H 9.427 4.988 2.471  0.057
Br -1.963 0.075 -3.598  0.600
C -3.684 -0.848 -3.671  -0.679
C -4.402 -0.565 -4.961  -0.684
Br -5.151 1.223 -5.001  0.641
H -4.245 -0.523 -2.801  0.058
H -3.449 -1.906 -3.584  0.054
H -5.244 -1.246 -5.070  0.066
H -3.749 -0.651 -5.823  0.054
Br -9.081 0.089 -4.108  0.588
C -8.656 1.684 -3.085  -0.705
C -9.397 2.897 -3.581  -0.720
Br -8.655 3.584 -5.243  0.605
H -7.580 1.813 -3.150  0.009
H -8.944 1.456 -2.061  0.047
H -9.310 3.709 -2.862  0.061
H -10.443 2.688 -3.770  0.003
Br -1.293 -6.271 -0.255  0.655
C -0.514 -6.712 -1.984  -0.669
C 0.788 -5.988 -2.214  -0.672
Br 0.535 -4.101 -2.639  0.642
H -1.258 -6.470 -2.736  0.054
H -0.349 -7.786 -1.966  0.062
H 1.314 -6.408 -3.068  0.062
H 1.426 -6.027 -1.338  0.047
Br -12.321 1.484 -1.812  0.650
C -12.924 -0.286 -2.341  -0.680
C -12.850 -1.266 -1.201  -0.694
Br -11.018 -1.789 -0.812  0.595
H -12.299 -0.583 -3.177  0.036
H -13.952 -0.164 -2.673  0.062
H -13.376 -2.182 -1.458  0.060
H -13.256 -0.855 -0.282  0.050
Br 10.232 1.738 7.195  0.620
C 8.460 1.003 6.904  -0.702
C 7.845 1.505 5.624  -0.720
Br 7.251 3.348 5.771  0.591
H 7.865 1.268 7.772  0.050
H 8.586 -0.077 6.861  0.059
H 6.958 0.925 5.379  0.016
H 8.544 1.472 4.794  0.040

---

[4]
Entry from the OMol25 dataset: a structure of composition C18H20IrN7O7S (ωB97M-V/def2-TZVPD).

2S+1 ... 5
Expectation value of S² ... 6.027
LUMO energy (alpha / beta) ... 0.00046 / -0.07102 Ha
Net charge ... 0
HOMO level (alpha / beta) ... -7.6 / -8.1 eV
ΔE to the lowest compared entry with this formula, charge and spin ... 13.2 kcal per mole
Frontier orbital gap (alpha / beta) ... 7.624 / 6.205 eV

Each line ends with the Löwdin charge.
CARTESIAN COORDINATES (ANGSTROEM)
Ir 0.424 -0.582 -0.078  1.142
C -0.469 3.078 4.056  0.003
C 0.757 2.391 3.591  -0.332
N 1.923 2.464 4.137  0.123
N 2.697 1.608 3.405  0.025
C 2.033 0.988 2.415  -0.764
S 2.608 -0.170 1.364  0.681
N 0.782 1.521 2.516  -0.076
N -0.287 1.144 1.718  0.044
H -0.247 3.606 4.979  0.088
H -1.251 2.339 4.239  0.087
H -0.838 3.791 3.317  0.085
H 3.664 1.475 3.633  0.151
H -0.930 0.558 2.288  0.058
H -0.751 1.967 1.353  0.101
O 1.774 -3.517 -5.607  0.167
C 1.519 -2.734 -4.735  -0.242
C 0.133 -2.235 -4.339  -0.268
O -0.865 -2.285 -5.016  0.145
C 0.285 -1.620 -2.992  -0.306
C 1.706 -1.533 -2.658  -0.275
O 2.129 -1.029 -1.607  -0.060
C 2.516 -2.087 -3.779  -0.254
O 3.705 -1.992 -3.949  0.159
O -0.612 -1.196 -2.253  -0.013
C -1.454 -2.864 5.079  -0.016
N -0.958 -2.928 3.712  -0.053
C -0.453 -4.098 3.225  -0.052
C 0.049 -4.201 1.985  0.021
C 0.076 -3.009 1.180  -0.526
O 0.571 -2.940 0.039  -0.069
N -0.443 -1.857 1.686  0.063
C -0.970 -1.778 2.920  -0.489
O -1.480 -0.740 3.383  -0.024
H -2.141 -3.687 5.270  0.093
H -1.974 -1.921 5.204  0.082
H -0.629 -2.916 5.791  0.096
H -0.485 -4.935 3.910  0.132
H 0.446 -5.126 1.598  0.115
C -0.578 3.926 -3.198  -0.036
C -0.749 2.400 -3.245  -0.576
C -0.052 1.819 -4.484  -0.016
C -2.238 2.010 -3.233  -0.024
C -0.152 1.819 -2.047  -0.110
N 0.301 1.364 -1.094  0.093
H -1.039 4.361 -4.085  0.092
H 0.477 4.199 -3.187  0.092
H -1.060 4.349 -2.316  0.089
H -0.479 2.278 -5.375  0.097
H -0.201 0.741 -4.547  0.080
H 1.018 2.029 -4.464  0.098
H -2.726 2.428 -4.114  0.095
H -2.733 2.400 -2.343  0.091
H -2.348 0.926 -3.249  0.091

---

[5]
Entry from the OMol25 dataset: a cluster of 2 separate species, C2H2NO2 in total (ωB97M-V/def2-TZVPD).

2S+1 ... 1
LUMO energy ... -0.20957 Ha
Net charge ... +1
HOMO level ... -16.8 eV
ΔE to the lowest compared entry with this formula, charge and spin ... 8.8 kcal per mole
Frontier orbital gap ... 11.114 eV

Each line ends with the Löwdin charge.
CARTESIAN COORDINATES (ANGSTROEM)
C -2.346 -0.021 -0.071  -0.408
C 1.533 -0.441 0.072  0.261
N 2.099 0.534 -0.035  0.355
O -1.253 -0.360 -0.101  0.170
O -3.443 0.279 0.036  0.275
H 1.106 -1.493 0.034  0.185
H 2.305 1.502 0.064  0.161